# 1
{"formula": "C29H54BClF3N2O3", "method": "wB97M-V/def2-TZVPD", "elements": ["C", "O", "C", "C", "C", "C", "C", "B", "Cl", "O", "C", "C", "C", "C", "F", "F", "F", "C", "C", "C", "C", "C", "C", "C", "O", "H", "H", "H", "H", "H", "H", "H", "H", "H", "H", "H", "H", "H", "H", "H", "H", "H", "H", "H", "H", "H", "H", "H", "H", "C", "C", "N", "C", "C", "C", "C", "H", "H", "H", "H", "H", "H", "H", "H", "H", "H", "H", "H", "H", "H", "H", "C", "C", "N", "C", "C", "C", "C", "H", "H", "H", "H", "H", "H", "H", "H", "H", "H", "H", "H", "H", "H", "H"], "xyz": [[3.79631, -0.36000, 2.11521], [4.94568, 0.48067, 1.89444], [5.66742, 0.08685, 0.68504], [5.88883, 1.34312, -0.32680], [4.51921, 1.47747, -1.16706], [4.21565, 2.95020, -1.71540], [2.91978, 3.01520, -2.70105], [1.56057, 2.37244, -2.04366], [1.56790, 0.59017, -2.62250], [1.61613, 2.68684, -0.61143], [0.40115, 3.26524, -0.07593], [0.23950, 4.85602, -0.01507], [1.06345, 5.58312, 1.15538], [1.15005, 4.76956, 2.52466], [2.17319, 3.78386, 2.42346], [-0.10281, 4.21882, 2.93728], [1.57350, 5.65928, 3.56728], [-0.62235, 2.74703, -1.25874], [-1.32013, 1.34061, -0.97052], [-1.59726, 0.84307, 0.49727], [-2.23610, -0.53515, 0.82864], [-2.64449, -1.55078, -0.29610], [-2.40209, -1.05566, -1.75755], [-1.75750, 0.32648, -2.09206], [0.23542, 2.87241, -2.43362], [4.05363, -1.44380, 2.40382], [3.07543, -0.41055, 1.21440], [3.18257, 0.05691, 3.00299], [4.95882, -0.64603, 0.13384], [6.62623, -0.49886, 0.89109], [6.74630, 1.03199, -1.02529], [6.17729, 2.29756, 0.22740], [3.68138, 1.08754, -0.47240], [4.61303, 0.78791, -2.09273], [4.06403, 3.67520, -0.84719], [5.11388, 3.27767, -2.36423], [2.77015, 4.09343, -3.05788], [3.15192, 2.39174, -3.65214], [0.31058, 2.71528, 0.92800], [-0.88245, 5.05878, 0.19135], [0.44999, 5.38519, -1.01973], [2.12359, 5.89047, 0.86744], [0.50822, 6.56803, 1.40571], [-1.41922, 3.56813, -1.37036], [-1.32853, 1.50483, 1.38469], [-2.36504, -0.81241, 1.93872], [-3.09456, -2.57790, -0.04090], [-2.70747, -1.76454, -2.60508], [-1.58869, 0.64840, -3.16961], [-1.67143, 0.25827, 5.92361], [-3.19146, 0.36550, 5.92362], [-3.87228, -0.87846, 5.57839], [-5.29434, -0.70088, 5.29729], [-6.18958, -0.23235, 6.44371], [-3.53882, -2.04528, 6.38850], [-3.76194, -1.95061, 7.89754], [-1.30426, -0.12458, 4.96720], [-1.22882, 1.24575, 6.07977], [-1.30725, -0.39307, 6.72241], [-3.45472, 1.13052, 5.18724], [-3.51779, 0.75071, 6.89897], [-5.70206, -1.63216, 4.88965], [-5.38776, 0.02420, 4.48002], [-6.37861, -1.03214, 7.16088], [-7.16344, 0.06959, 6.04583], [-5.77456, 0.62717, 6.97451], [-2.48416, -2.28850, 6.21858], [-4.07854, -2.91907, 6.00759], [-3.39320, -1.01286, 8.31972], [-3.22437, -2.76243, 8.39815], [-4.81496, -2.06098, 8.16007], [0.43613, -2.97324, -3.53667], [-0.30238, -3.51391, -4.75512], [0.01790, -2.81614, -5.99445], [-0.89170, -3.13553, -7.09034], [-0.90181, -4.57418, -7.60632], [1.43048, -2.75446, -6.35410], [2.18289, -4.07577, -6.51013], [0.27369, -1.89752, -3.42334], [0.06818, -3.46366, -2.63106], [1.51190, -3.15841, -3.59452], [-1.37269, -3.40503, -4.55361], [-0.11176, -4.59319, -4.83357], [-0.69684, -2.46090, -7.93114], [-1.90973, -2.88776, -6.76575], [-0.01847, -4.79340, -8.20743], [-1.76959, -4.72230, -8.25719], [-0.97120, -5.30748, -6.79996], [1.94958, -2.15850, -5.59571], [1.54651, -2.17294, -7.27522], [1.97454, -4.77727, -5.69884], [3.26098, -3.88544, -6.50226], [1.95571, -4.56314, -7.45961]], "mulliken_charge": [-0.40, -0.36, -0.59, -0.55, 0.13, -0.45, -0.77, 0.14, -0.30, -0.22, 0.40, -0.88, -0.83, 0.83, -0.21, -0.26, -0.31, 0.35, 0.29, -0.48, -0.37, -0.64, -0.27, -0.37, -0.60, 0.27, 0.14, 0.19, 0.32, 0.34, 0.29, 0.31, -0.16, 0.15, 0.13, 0.36, 0.15, 0.20, -0.01, 0.36, 0.26, 0.29, 0.34, 0.36, 0.23, 0.29, 0.29, 0.29, 0.31, -1.38, -0.40, 0.19, -0.69, -0.98, -0.74, -0.95, 0.27, 0.43, 0.31, 0.45, 0.23, 0.36, 0.38, 0.21, 0.41, 0.27, 0.38, 0.37, 0.24, 0.37, 0.26, -1.32, -0.35, 0.18, -0.72, -0.97, -0.62, -1.00, 0.19, 0.43, 0.39, 0.47, 0.18, 0.36, 0.39, 0.21, 0.40, 0.27, 0.24, 0.39, 0.24, 0.40, 0.26], "e_above_lowest_kj_mol": 454.1, "energy_ev": -61420.6812, "lumo_ha": 0.0887, "homo_lumo_gap_ev": 7.65, "total_charge": -1}

# 2
{"formula": "C24H28ClN2O5Pd", "method": "wB97M-V/def2-TZVPD", "elements": ["Pd", "O", "C", "C", "C", "C", "C", "C", "N", "H", "H", "H", "H", "H", "H", "H", "O", "C", "C", "C", "C", "C", "C", "C", "C", "N", "H", "H", "H", "H", "H", "H", "H", "H", "H", "H", "H", "Cl", "C", "C", "C", "C", "C", "C", "C", "O", "O", "H", "H", "H", "H", "C", "O", "C", "C", "H", "H", "H", "H", "H", "H"], "xyz": [[-0.28956, 0.22151, 0.51471], [-0.56284, -2.00364, -0.44389], [0.64760, -2.68000, -0.80043], [1.69352, -2.42202, 0.24893], [2.47608, -3.44350, 0.76336], [3.46960, -3.13009, 1.67719], [3.64491, -1.80474, 2.04017], [2.80689, -0.85328, 1.48442], [1.84338, -1.14851, 0.61476], [-1.00736, -1.77985, -1.27076], [1.01156, -2.29597, -1.75803], [0.45844, -3.74913, -0.90416], [2.30786, -4.46482, 0.44858], [4.09682, -3.90592, 2.09520], [4.41509, -1.50888, 2.73854], [2.91752, 0.19262, 1.74689], [-1.23585, 1.97659, 1.39578], [-1.49741, 2.21124, 2.79155], [-0.24924, 2.52720, 3.59065], [0.88517, 1.51085, 3.41931], [0.48248, 0.09649, 3.73230], [0.69214, -0.46818, 4.98248], [0.28393, -1.77109, 5.21769], [-0.32755, -2.47863, 4.19632], [-0.50216, -1.85010, 2.97618], [-0.10936, -0.59612, 2.74758], [-0.96412, 2.77945, 0.93370], [-1.97448, 1.29797, 3.14128], [-2.21979, 3.02431, 2.87244], [-0.54618, 2.58774, 4.64136], [0.12473, 3.51767, 3.31808], [1.71876, 1.80794, 4.05697], [1.23912, 1.54715, 2.38588], [1.17674, 0.11022, 5.75802], [0.44330, -2.22776, 6.18550], [-0.66158, -3.49677, 4.33612], [-0.96756, -2.36055, 2.14102], [5.89015, 3.65113, -1.66347], [4.45279, 2.77767, -2.05425], [4.16642, 2.48642, -3.38076], [3.01815, 1.78074, -3.68210], [2.14543, 1.37327, -2.67092], [2.45572, 1.67218, -1.34883], [3.60565, 2.37296, -1.03425], [0.96534, 0.58212, -3.11601], [0.85990, 0.15506, -4.22588], [-0.08020, 0.24584, -2.25557], [4.84096, 2.80926, -4.16089], [2.77946, 1.53524, -4.70779], [1.79699, 1.34519, -0.56169], [3.85462, 2.60837, -0.00862], [-0.58733, 3.08707, -2.40341], [-0.43799, 2.32198, -1.19145], [-0.73789, 0.97718, -1.24016], [-2.22770, 0.69824, -1.37778], [-1.03817, 4.03847, -2.13414], [-1.22332, 2.57327, -3.12296], [0.39314, 3.25988, -2.84628], [-2.61234, 1.19474, -2.27168], [-2.76323, 1.08061, -0.51138], [-2.43034, -0.36537, -1.48635]], "nbo_charge": [0.79, -0.73, -0.10, 0.18, -0.23, -0.16, -0.20, 0.03, -0.49, 0.50, 0.21, 0.19, 0.23, 0.23, 0.23, 0.20, -0.76, -0.07, -0.42, -0.44, 0.23, -0.25, -0.13, -0.25, 0.06, -0.53, 0.51, 0.20, 0.20, 0.23, 0.22, 0.23, 0.21, 0.23, 0.23, 0.24, 0.22, 0.04, 0.01, -0.24, -0.12, -0.24, -0.09, -0.27, 0.79, -0.52, -0.59, 0.24, 0.25, 0.21, 0.23, -0.27, -0.58, 0.50, -0.69, 0.21, 0.19, 0.20, 0.24, 0.24, 0.22], "e_above_lowest_kj_mol": 75.0, "energy_ev": -54556.4527, "lumo_ha": [-0.0999, -0.0999], "homo_lumo_gap_ev": [8.99, 8.99], "total_charge": 1}

# 3
{"formula": "C30H37BF32INO8P", "method": "wB97M-V/def2-TZVPD", "elements": ["C", "C", "C", "C", "C", "C", "B", "O", "O", "P", "O", "I", "C", "C", "C", "C", "N", "O", "H", "H", "H", "H", "H", "H", "H", "H", "H", "H", "H", "H", "H", "H", "H", "H", "H", "H", "H", "H", "H", "C", "C", "C", "F", "F", "F", "F", "O", "C", "C", "F", "F", "F", "F", "H", "H", "H", "H", "C", "C", "C", "F", "F", "F", "F", "O", "C", "C", "F", "F", "F", "F", "H", "H", "H", "H", "C", "C", "C", "F", "F", "F", "F", "O", "C", "C", "F", "F", "F", "F", "H", "H", "H", "H", "C", "C", "C", "F", "F", "F", "F", "O", "C", "C", "F", "F", "F", "F", "H", "H", "H", "H"], "xyz": [[0.18147, 0.53402, -6.37228], [1.57849, 0.92823, -5.54234], [2.31734, 2.07142, -6.51665], [1.21970, 1.71256, -4.14913], [1.21808, 0.77954, -2.80223], [2.29844, 1.22775, -1.64588], [3.84882, 1.38351, -2.15653], [4.35634, 2.28810, -3.20593], [4.87700, 0.54669, -1.45003], [-0.52702, 1.07705, -1.98030], [-1.80675, 0.51361, -3.02273], [-0.56609, -0.45066, 0.00820], [1.23331, -0.80893, -3.18859], [2.19796, -1.25233, -4.41871], [1.36950, -2.44081, -5.25686], [3.51137, -2.06258, -3.77382], [2.55870, -0.20406, -5.42508], [3.84063, 0.18832, -5.37814], [0.43276, 0.06958, -7.43498], [-0.56245, -0.10857, -5.73779], [-0.34831, 1.57322, -6.60663], [2.75078, 1.61769, -7.50408], [3.13812, 2.67297, -5.90247], [1.44620, 2.81016, -6.84384], [0.12633, 2.16693, -4.30219], [1.92575, 2.67163, -4.07479], [1.97646, 2.23326, -1.12225], [2.27144, 0.38972, -0.81236], [5.15222, 1.90559, -3.68424], [5.46779, 0.08136, -2.12282], [-1.58840, 0.69333, -3.98637], [1.57071, -1.42606, -2.22415], [0.14493, -1.17015, -3.42941], [1.93829, -2.80517, -6.21261], [0.25926, -2.11872, -5.50330], [1.26762, -3.34863, -4.49088], [4.31775, -1.34608, -3.32350], [3.99465, -2.63735, -4.67691], [3.10316, -2.86264, -2.99629], [-1.28681, -6.34022, 3.29885], [0.24913, -6.31375, 3.30735], [0.87578, -5.38984, 4.34455], [0.50328, -4.09638, 4.18544], [2.23226, -5.40988, 4.24776], [0.69462, -6.03309, 2.05301], [0.67117, -7.59114, 3.56903], [-1.93600, -5.49162, 2.34180], [-2.08115, -4.12848, 2.73328], [-1.23805, -3.16649, 1.88400], [0.07463, -3.50304, 1.89498], [-1.31980, -1.89657, 2.36256], [-1.82508, -4.02538, 4.06135], [-3.40012, -3.83867, 2.58049], [-1.57712, -7.35449, 2.99903], [-1.71336, -6.22061, 4.30376], [0.61682, -5.69916, 5.35893], [-1.57745, -3.16749, 0.84329], [-4.50491, 1.73740, 1.91532], [-3.96807, 2.40230, 0.63876], [-2.68777, 3.20915, 0.81740], [-2.82764, 4.22117, 1.70811], [-2.31558, 3.78481, -0.35729], [-4.95692, 3.15026, 0.07900], [-3.71378, 1.39920, -0.25981], [-5.53137, 2.44672, 2.62297], [-5.07200, 3.47595, 3.49600], [-5.47472, 4.88262, 3.03060], [-5.05027, 5.13669, 1.76893], [-4.92216, 5.83515, 3.82795], [-3.73357, 3.33821, 3.66806], [-5.63592, 3.21424, 4.70452], [-4.99112, 0.80675, 1.59844], [-3.70027, 1.40940, 2.58692], [-1.86206, 2.57494, 1.14556], [-6.56267, 5.00197, 3.05055], [-0.31824, 6.71486, -5.24842], [-0.39061, 8.07125, -5.96595], [-0.36261, 8.00174, -7.48795], [0.76144, 7.41245, -7.96374], [-0.39457, 9.25047, -8.02596], [0.59070, 8.88072, -5.48387], [-1.56955, 8.66118, -5.59125], [0.97871, 6.29615, -4.80108], [1.79744, 5.68012, -5.79238], [3.02943, 6.51934, -6.16038], [2.68680, 7.76576, -6.56726], [3.71749, 5.94921, -7.18504], [1.02726, 5.37163, -6.86552], [2.19340, 4.49419, -5.25967], [-0.89935, 6.82222, -4.32447], [-0.83340, 5.91942, -5.80337], [-1.22580, 7.45755, -7.87585], [3.70272, 6.61798, -5.30293], [1.14946, -4.51739, 9.85502], [0.82114, -5.18324, 8.51012], [-0.65536, -5.18951, 8.13328], [-1.42418, -5.83705, 9.04252], [-0.84552, -5.83036, 6.94881], [1.34631, -6.43808, 8.49679], [1.50149, -4.49077, 7.54269], [1.28142, -5.39017, 10.98566], [0.05743, -5.77111, 11.60953], [-0.25869, -7.26513, 11.44995], [-0.27896, -7.63956, 10.14768], [-1.48383, -7.55995, 11.96035], [-0.93520, -4.96810, 11.15144], [0.20568, -5.47234, 12.92702], [2.14445, -4.06957, 9.74380], [0.49048, -3.66632, 10.07297], [-1.03984, -4.17412, 8.01986], [0.48820, -7.87760, 11.96505]], "lowdin_spin": [0.00, 0.02, 0.00, 0.02, 0.00, 0.00, 0.00, 0.01, 0.00, 0.00, 0.00, 0.00, 0.02, 0.02, 0.01, 0.00, 0.35, 0.55, 0.00, 0.00, 0.00, 0.00, 0.00, 0.00, 0.00, 0.00, 0.00, 0.00, 0.00, 0.00, 0.00, 0.00, 0.00, 0.00, 0.00, 0.00, 0.00, 0.00, 0.00, 0.00, 0.00, 0.00, 0.00, 0.00, 0.00, 0.00, 0.00, 0.00, 0.00, 0.00, 0.00, 0.00, 0.00, 0.00, 0.00, 0.00, 0.00, 0.00, 0.00, 0.00, 0.00, 0.00, 0.00, 0.00, 0.00, 0.00, 0.00, 0.00, 0.00, 0.00, 0.00, 0.00, 0.00, 0.00, 0.00, 0.00, 0.00, 0.00, 0.00, 0.00, 0.00, 0.00, 0.00, 0.00, 0.00, 0.00, 0.00, 0.00, 0.00, 0.00, 0.00, 0.00, 0.00, 0.00, 0.00, 0.00, 0.00, 0.00, 0.00, 0.00, 0.00, 0.00, 0.00, 0.00, 0.00, 0.00, 0.00, 0.00, 0.00, 0.00, 0.00], "energy_ev": -154600.8427, "lumo_ha": [0.0063, -0.0128], "multiplicity": 2, "homo_lumo_gap_ev": [8.74, 8.25]}

# 4
{"formula": "C22H35NO2P2S2Ti", "method": "wB97M-V/def2-TZVPD", "elements": ["P", "P", "C", "C", "H", "H", "H", "H", "C", "H", "H", "H", "C", "H", "H", "H", "C", "H", "H", "H", "C", "H", "H", "H", "Ti", "C", "C", "C", "C", "C", "C", "C", "C", "C", "H", "H", "H", "H", "H", "H", "H", "H", "H", "H", "H", "H", "H", "H", "H", "O", "S", "O", "N", "C", "S", "C", "C", "C", "C", "C", "C", "H", "H", "H", "H"], "xyz": [[-2.79658, -5.02377, -0.79393], [-0.92017, -5.47417, 1.73680], [-2.60427, -6.78136, -0.14921], [-2.09626, -6.85753, 1.28666], [-1.92031, -7.30344, -0.83305], [-3.58283, -7.27429, -0.23005], [-2.92785, -6.82066, 2.00527], [-1.56344, -7.80342, 1.45760], [0.61651, -6.22510, 1.05316], [1.47560, -5.63626, 1.39948], [0.60115, -6.22746, -0.04349], [0.71352, -7.25425, 1.42185], [-0.69923, -5.98287, 3.48254], [-0.37012, -7.02782, 3.53984], [-1.64700, -5.87627, 4.02121], [0.05353, -5.34213, 3.95388], [-3.34860, -5.51627, -2.46781], [-3.63382, -4.61364, -3.01830], [-4.20649, -6.19804, -2.41213], [-2.52587, -6.01257, -2.99396], [-4.47093, -4.74453, -0.06816], [-4.42148, -4.64196, 1.02243], [-5.13206, -5.58266, -0.32316], [-4.88246, -3.82181, -0.49450], [-0.52177, -0.06933, -0.48561], [-0.33486, -0.96165, 1.80950], [0.71136, -1.45917, 1.04605], [0.74495, -2.79082, 0.36016], [0.18017, -2.90585, -1.09490], [-1.05951, -2.12254, -1.43762], [-2.12273, -1.88592, -0.56075], [-2.19729, -2.45686, 0.82061], [-1.65294, -1.63385, 2.02222], [-1.97990, 1.13298, -1.23555], [-0.14788, -0.08817, 2.43682], [1.65668, -0.91042, 1.07136], [0.26771, -3.56800, 0.98373], [1.80258, -3.10372, 0.28956], [0.97904, -2.60771, -1.79908], [0.00366, -3.98180, -1.31281], [-1.18130, -1.84439, -2.49242], [-3.02647, -1.40583, -0.94822], [-1.64917, -3.42482, 0.83197], [-3.24902, -2.70793, 1.05111], [-2.41096, -0.88536, 2.30166], [-1.59058, -2.31481, 2.89357], [-2.86404, 1.09367, -0.57535], [-2.24483, 0.72760, -2.23065], [-1.63867, 2.17639, -1.33846], [1.00902, 2.34711, 2.74660], [0.38661, 2.78533, 1.51563], [-0.95802, 3.29067, 1.52431], [0.44932, 1.49078, 0.37974], [1.33569, 1.70182, -0.62937], [1.23172, 0.49688, -1.85496], [1.92579, 3.00937, -0.60322], [2.66043, 3.66860, -1.60771], [2.90574, 5.03216, -1.48651], [2.41330, 5.75025, -0.37732], [1.68861, 5.10034, 0.62789], [1.45616, 3.73888, 0.49961], [3.01109, 3.07343, -2.45510], [3.47757, 5.55467, -2.25740], [2.59347, 6.82448, -0.31000], [1.29854, 5.63083, 1.49271]], "lowdin_spin": [0.00, 0.00, 0.00, 0.00, 0.00, 0.00, 0.00, 0.00, 0.00, 0.00, 0.00, 0.00, 0.00, 0.00, 0.00, 0.00, 0.00, 0.00, 0.00, 0.00, 0.00, 0.00, 0.00, 0.00, 1.10, 0.04, 0.06, 0.02, 0.04, 0.11, 0.08, 0.02, 0.02, -0.01, 0.00, 0.01, 0.00, 0.00, 0.00, 0.01, 0.01, 0.00, 0.00, 0.00, 0.00, 0.01, 0.00, 0.00, 0.00, 0.01, 0.01, 0.01, 0.07, 0.22, -0.02, 0.02, 0.04, 0.00, 0.05, -0.01, 0.05, 0.00, 0.00, 0.00, 0.00], "e_above_lowest_kj_mol": 0.0, "energy_ev": -92327.3230, "lumo_ha": [-0.0242, -0.0085], "multiplicity": 3, "homo_lumo_gap_ev": [4.98, 8.05]}